Entry from the Open Molecules 2025 dataset: an isolated molecule of C6H6 (ωB97M-V/def2-TZVPD).

Geometry as XYZ:
```
12
Properties=species:S:1:pos:R:3:forces:R:3
C -0.65887 -2.05956 0.39841 -1.85 -3.94 -0.09
C 0.53007 -1.63786 0.19166 1.10 -0.08 -0.59
C 1.12305 -0.49855 0.22854 1.07 0.25 0.00
C 1.83098 0.71445 -0.11044 -2.34 -1.46 0.88
C 0.50241 0.71103 -0.03746 0.21 3.69 -1.04
C -0.75198 1.49654 -0.33974 -0.12 -1.18 1.02
H -1.13198 -1.98579 1.32580 -0.75 0.36 1.74
H -1.08708 -2.90851 -0.16120 -0.04 0.78 -0.43
H 2.78091 0.97915 -0.40578 1.67 1.08 -0.32
H -0.90749 2.31319 0.35336 0.52 0.25 0.43
H -1.71144 0.89462 -0.15875 1.48 0.54 -1.18
H -0.51859 1.98129 -1.28441 -0.95 -0.28 -0.42
```
Forces are in eV/Å.

M	78.11	u
relative energy (zero: lowest compared OMol25 entry of this formula, charge and spin)	6.2462	eV
structure (SMILES)	C=C=C1C=C1C
F_max	4.35	eV Å⁻¹

Atomic partial charges in e from the natural (NBO) method, atoms 1 to 4: atom 1 (C): -0.437, atom 2 (C): -0.087, atom 3 (C): -0.089, atom 4 (C): -0.171